This record from the OMol25 dataset describes H25O12 as an isolated structure in a non-equilibrium geometry. The level of theory is ωB97M-V/def2-TZVPD.

HOMO energy = -12.7 eV
net charge = +1

The geometry in XYZ format:
```
37
Properties=species:S:1:pos:R:3:forces:R:3
O 2.483 0.358 2.316 0.2187 1.5022 1.5935
H -3.764 -2.110 -2.270 0.1440 -0.4301 0.2363
H -1.663 -2.826 1.314 0.1740 -0.0441 -0.3316
O -1.066 3.097 -0.436 0.9104 0.9455 0.5643
H -1.858 3.598 -0.353 -0.9317 1.0504 0.1344
H -1.384 2.270 -0.719 -0.3965 -1.8450 -0.7110
O 1.186 1.693 -3.393 -1.4191 1.7155 2.1764
H 4.571 1.513 0.744 0.1076 -0.1297 -0.8665
O -0.713 -1.365 -4.556 2.9207 2.7619 -1.0221
H 1.900 1.402 -3.887 2.0419 -0.9786 -1.5555
H -1.537 -1.040 -4.818 -2.0711 -0.2625 -0.1609
O 1.386 2.264 -0.354 -0.7058 2.4234 -1.0810
H 0.903 3.157 -0.613 1.4153 -2.4331 1.0863
H 1.213 1.770 -1.172 0.3910 -0.1696 -0.1602
O 0.102 0.685 1.615 -1.2896 0.0724 2.0771
H -2.398 -1.544 -0.226 -0.4329 -0.6420 0.8817
H -0.428 0.770 2.482 0.7371 -0.6141 -1.4886
O -1.411 -3.723 1.577 0.4498 0.0610 -0.2464
H -1.838 -3.728 2.423 -0.2576 -0.6239 0.8639
H 3.055 1.249 1.692 0.6561 -0.5547 0.0024
O -1.851 1.224 3.281 -2.0674 -1.1418 1.2895
H 1.792 0.799 2.894 0.9734 -0.7510 -0.9865
H -2.290 2.094 3.539 0.4748 -2.2269 -0.1428
O 3.718 1.905 0.921 -2.3453 0.6698 0.6256
H 0.481 1.080 -3.514 -0.7353 -0.9302 -0.4713
H 2.965 2.104 0.231 1.2458 -0.1970 0.0115
O -2.920 -2.272 -1.830 0.3465 0.4244 -0.5004
H -2.868 -3.182 -1.524 -0.4012 -0.1254 -0.1054
H -0.271 1.467 1.216 0.2452 0.5463 -0.8926
O -2.652 -1.630 0.734 0.0005 1.5334 -1.2940
H -0.626 -2.156 -4.108 -0.8165 -2.3575 1.2462
H 1.948 -0.073 1.652 -0.7706 -0.5909 -0.5591
O 2.817 -2.454 0.218 0.9443 -1.3468 0.0759
H -2.362 0.360 3.604 1.2416 3.3698 -0.7636
H 2.635 -3.399 0.391 -0.9067 0.6021 0.1020
H -3.019 -0.746 0.865 -0.0157 -0.1608 0.5063
H 3.766 -2.610 0.065 -0.0755 0.8773 -0.1342
```
Positions in Å, forces in eV/Å.

These are the natural (NBO) partial charges, in e, on atoms 1 to 2:
1 O -0.85
2 H 0.49

This record from the OMol25 dataset describes H25O13 as an isolated structure in a non-equilibrium geometry. The level of theory is ωB97M-V/def2-TZVPD.

HOMO energy = -7.1 eV
net charge = -1

The geometry in XYZ format:
```
38
Properties=species:S:1:pos:R:3:forces:R:3
O -0.634 1.822 -1.858 1.1892 4.4831 -2.2028
H -0.055 -2.990 1.933 2.3393 0.4385 0.4122
H 1.061 4.283 0.579 -1.2719 0.6544 -0.4990
O 1.850 0.649 -1.814 0.0363 -2.6793 -0.6392
H 1.443 0.302 -2.625 0.0528 1.0726 -0.4277
H 0.499 -3.611 0.915 0.0490 -1.8060 -2.8239
O 0.137 4.495 0.260 2.7196 1.9255 1.3749
H -0.134 3.640 0.072 -1.4051 -2.6469 -1.1083
O -2.419 -2.411 2.533 -4.5912 1.5244 -0.5422
H -2.507 -1.683 1.885 -0.0485 -0.4777 0.4009
H -1.546 -2.589 2.531 4.3379 -0.8711 0.2681
O 4.367 -0.736 0.243 3.8739 -2.3709 1.3661
H -1.526 1.645 -1.789 -2.3155 -1.0627 0.7396
H 4.050 -1.601 0.031 -0.4220 -0.6919 -0.2046
O -0.718 -3.506 -1.029 2.7573 1.1231 0.5828
H 0.217 -2.740 -0.883 -2.3167 -0.8957 -1.2495
H -0.271 -4.196 -1.546 -0.4127 0.1727 0.1433
O 2.888 2.761 -0.593 -0.0790 -2.0675 0.4499
H 2.625 3.399 -1.205 -0.3914 2.5734 -1.2490
H 0.771 1.722 2.860 -2.7591 -0.0614 -2.0678
O 0.897 -3.164 1.626 -2.2460 1.0876 2.1764
H 3.723 -0.159 0.031 -3.4510 3.1074 -1.1578
H 0.056 -0.875 -0.338 -1.5375 1.5441 -0.5323
O -0.167 1.562 2.456 1.8054 -0.2600 2.2423
H 2.485 2.020 -1.124 0.5341 -0.1238 1.0529
H 1.915 -0.313 -1.463 -0.2052 1.2933 0.7376
O -2.807 1.996 0.427 -1.4492 -1.1403 0.3733
H -3.686 1.544 0.429 0.4864 1.0738 -0.0968
H -2.393 1.379 1.052 0.7497 0.2073 -0.1780
O -3.708 -0.726 -0.472 2.2069 0.0752 -0.1755
H -3.337 0.167 -0.618 -0.7201 -0.1328 -0.0008
H -0.348 1.932 1.591 0.9834 0.2284 -0.1944
O 1.058 -1.633 -0.847 -0.0561 -1.0222 1.1501
H 1.305 -1.938 0.044 0.6212 0.2817 -0.0761
H -2.793 -1.143 -0.435 -1.6819 -0.2553 0.2695
O -0.829 -0.113 -0.188 -0.8828 -2.6708 -1.9941
H -1.431 -0.346 -1.016 2.3932 0.6889 2.4355
H -0.037 1.159 -1.655 1.1074 -2.3192 1.2447
```
Positions in Å, forces in eV/Å.

These are the natural (NBO) partial charges, in e, on atoms 1 to 2:
1 O -0.98
2 H 0.45

This record from the OMol25 dataset describes a 13-piece molecular cluster, H25O13 overall in a non-equilibrium geometry. The level of theory is ωB97M-V/def2-TZVPD.

HOMO energy = -6.8 eV
net charge = -1

The geometry in XYZ format:
```
38
Properties=species:S:1:pos:R:3:forces:R:3
O -3.488 -1.418 0.545 -0.6556 0.1969 -1.0002
H -0.045 -1.854 -3.254 -0.3038 -0.0579 -0.4910
H 0.700 0.954 -1.971 -0.3665 -0.0751 -1.0726
O -2.893 1.072 -1.522 0.3247 -0.3042 -0.6959
H -2.333 1.756 -1.928 -0.2447 -0.0506 0.1715
H -1.109 -2.924 -3.305 -0.1904 -0.2679 0.0690
O 0.605 1.653 -2.665 0.2636 -0.9188 1.3918
H 0.800 2.343 -2.023 -0.0829 1.0369 -0.2312
O 0.679 3.024 0.293 1.0675 -1.6335 0.5039
H 1.583 2.697 0.481 0.3983 1.1870 -0.0533
H 0.323 2.107 0.408 -0.8802 0.4951 -0.4964
O -1.880 -3.704 1.528 -0.6105 1.2565 -2.8527
H -1.105 0.625 2.831 0.0662 0.5268 -0.0689
H -1.015 -3.344 1.247 -0.0786 -0.3214 0.6018
O -1.647 3.737 -0.740 -2.2243 1.3951 -1.0068
H -1.560 2.810 -0.564 1.2412 -0.1966 0.5942
H -0.917 4.342 -0.613 0.6101 -1.2162 0.3892
O 3.281 -0.033 -0.449 0.0568 -2.4168 -0.7923
H 4.101 -0.540 -0.358 0.1141 0.3562 -0.0858
H -2.621 -1.557 0.927 0.3137 0.4128 0.0815
O -0.711 -2.245 -3.850 0.4985 0.3665 0.4498
H -2.417 -3.404 0.702 0.7909 -1.0211 2.2083
H -0.670 -0.056 4.126 0.2153 0.1033 0.2074
O -1.051 -0.221 3.266 -0.2947 -0.5725 -0.1942
H 2.629 -0.831 -0.383 -0.1004 1.3356 -0.1564
H -2.632 0.297 -2.051 -0.0550 0.3064 0.2752
O 3.259 1.646 1.347 -0.4400 1.5301 1.3267
H 2.474 1.098 1.248 0.4784 -0.3815 -0.0462
H 3.866 1.324 0.687 -0.2545 -0.3617 -0.3408
O 2.656 -2.103 2.160 -0.5060 -0.5877 0.1038
H 2.158 -1.782 1.359 0.1669 -0.5322 0.5665
H 2.137 -2.901 2.396 0.5316 0.7709 -0.1768
O 1.248 -1.577 0.051 0.3585 0.2364 0.1499
H 0.589 -1.830 -0.583 -0.1515 -0.4319 -0.4286
H -3.431 -0.841 -0.250 0.3527 -0.3711 1.0775
O -0.211 0.375 -0.011 0.7288 0.4912 0.2669
H 0.565 -0.323 0.222 -0.7043 -0.1543 -0.4857
H -0.905 0.175 0.609 -0.4341 -0.1305 0.2407
```
Positions in Å, forces in eV/Å.

These are the natural (NBO) partial charges, in e, on atoms 1 to 2:
1 O -0.97
2 H 0.48

This record from the OMol25 dataset describes a 13-piece molecular cluster, H25O13 overall in a non-equilibrium geometry. The level of theory is ωB97M-V/def2-TZVPD.

HOMO energy (spin up / spin down) = -10.6 / -10.6 eV
2S+1 = 2
net charge = 0
<S²> = 0.757

The geometry in XYZ format:
```
38
Properties=species:S:1:pos:R:3:forces:R:3
O -1.226 2.603 -0.153 2.2960 -1.1386 1.5148
H 1.705 -1.500 -2.795 1.2944 0.4622 -4.3730
H -0.935 0.029 3.440 -0.6851 -0.3938 0.1293
O 2.969 0.566 1.009 4.3922 -0.8381 5.2625
H 3.096 0.068 0.303 0.3580 -2.8543 -5.2346
H 1.551 -0.459 -4.065 1.0455 -2.3072 0.5981
O -1.858 0.036 3.746 1.5148 -3.7035 0.6823
H -2.211 0.848 3.593 -1.7153 3.6817 -0.7261
O -2.872 -2.097 -1.223 1.1016 -0.6992 -3.1777
H -1.955 -2.213 -1.591 -1.5210 -0.0182 0.3075
H -2.687 -1.881 -0.348 0.2691 0.5830 2.6460
O 0.680 0.320 2.946 -1.3414 1.4846 3.1947
H -1.069 1.720 0.364 -0.9788 1.4067 -1.1278
H 0.216 0.938 3.682 2.2871 -1.6102 -2.5879
O 2.274 1.300 -2.639 -1.5803 -0.1209 4.8613
H 2.090 0.683 -1.684 0.8861 2.9273 -4.4798
H 1.941 2.259 -2.423 0.8342 -2.7888 -0.4224
O 0.403 1.189 0.676 -1.2520 -0.3832 1.6995
H -1.014 -0.258 0.156 0.4966 0.4471 -1.4894
H 1.253 -2.313 -0.955 -3.3476 -0.6259 -0.0431
O 1.950 -1.385 -3.858 -2.2028 1.8295 3.5832
H 0.632 0.767 2.086 0.0509 0.1575 1.0802
H 0.709 1.452 -0.138 1.6152 0.9594 -3.6694
O 2.164 -2.271 -1.008 3.1751 1.4756 2.6640
H 2.315 1.138 1.097 -4.2491 3.6858 -0.1118
H 1.764 -2.900 2.969 -1.2473 -0.8763 -0.7774
O -3.445 1.902 0.754 -1.2428 -2.3585 0.6590
H -2.770 2.537 0.668 0.8030 1.2800 -0.2585
H -2.970 1.039 0.726 -0.8891 0.6577 0.0458
O -0.741 1.425 -3.659 -0.8743 -1.4301 1.1944
H -0.840 2.359 -3.823 -0.4803 0.3295 0.1337
H 2.355 -1.988 -0.041 -0.0659 -0.9722 -2.2695
O 0.981 -3.148 2.396 3.9484 -6.0452 3.4088
H 0.749 -2.366 2.127 -2.7201 7.0408 -2.6209
H -1.489 1.093 -3.075 1.2425 1.0814 -1.2938
O -1.377 -0.906 0.727 0.7994 1.2858 3.9580
H -1.061 -0.443 1.628 -1.4048 -2.1817 -2.3610
H -0.588 3.121 0.388 -0.6118 0.5701 -0.5989
```
Positions in Å, forces in eV/Å.

These are the natural (NBO) partial charges, in e, on atoms 1 to 2:
1 O -0.81
2 H 0.46

This record from the OMol25 dataset describes H26He2O13 as an isolated structure in a non-equilibrium geometry. The level of theory is ωB97M-V/def2-TZVPD.

HOMO energy = -10.0 eV
net charge = 0

The geometry in XYZ format:
```
41
Properties=species:S:1:pos:R:3:forces:R:3
He -0.647 -4.741 -4.506 -0.0483 -0.2024 -0.0482
He -0.106 -2.840 -4.108 0.1481 0.1872 -0.0077
O 1.478 -5.346 -8.107 -0.2989 0.6862 -0.4303
H 1.653 -5.972 -7.405 0.3225 -0.5212 0.5336
H 2.316 -5.255 -8.562 0.2107 -0.1353 -0.2808
O -2.861 -2.581 -7.779 0.0138 0.3040 -0.7227
H -2.469 -3.278 -8.304 0.0709 -0.1466 -0.2675
H -3.004 -2.978 -6.920 0.0269 -0.1444 0.7420
O -2.461 -2.205 -2.923 0.1493 0.0768 0.6434
H -2.291 -1.550 -3.600 0.0807 0.1449 -0.2794
H -2.762 -2.976 -3.404 -0.1304 -0.1551 -0.3754
O -0.773 -6.769 -1.262 0.1767 -0.9620 -0.1900
H -1.727 -6.702 -1.279 -0.1390 0.1018 0.1245
H -0.468 -5.862 -1.266 -0.1743 0.7305 -0.1004
O -2.904 -6.398 -5.523 0.1722 0.0282 0.0431
H -3.855 -6.461 -5.608 -0.4299 -0.3561 0.0385
H -2.570 -6.629 -6.390 0.2218 -0.0601 -0.3972
O 3.350 -5.437 -3.497 0.2663 0.3690 -0.0804
H 2.667 -6.104 -3.562 -0.5746 -0.2516 0.0136
H 3.974 -5.792 -2.865 0.2001 -0.0299 0.1185
O -2.285 -8.463 -3.647 0.1114 -0.5378 0.1577
H -2.161 -7.871 -4.389 -0.0714 0.2873 -0.1324
H -2.686 -7.918 -2.970 -0.0535 0.0670 0.1048
O -0.352 -4.067 -1.410 0.1048 -0.2310 0.3030
H -0.335 -3.306 -1.990 -0.3625 0.3218 -0.3462
H 0.547 -4.145 -1.090 0.3834 0.1668 0.1403
O -3.364 -3.758 -5.294 -0.1897 0.7669 0.1391
H -4.308 -3.788 -5.450 -0.3975 0.1865 0.0795
H -3.080 -4.669 -5.363 0.4823 -0.6271 0.0385
O 0.950 -7.243 -3.579 0.7345 0.0641 -0.8088
H 0.204 -7.149 -2.987 -0.6835 0.1282 0.6423
H 1.278 -8.127 -3.414 0.0179 -0.3315 0.1081
O 1.993 -7.570 -6.411 0.2330 0.1809 -0.3814
H 1.321 -7.946 -6.980 -0.1498 -0.3446 -0.1673
H 1.523 -7.327 -5.613 -0.2747 0.1143 0.7454
O 1.889 -2.955 -6.499 0.1040 0.2625 0.1434
H 2.720 -2.985 -6.026 0.1302 0.1124 0.2854
H 1.962 -3.645 -7.158 -0.2995 -0.5082 -0.3102
O -0.435 -1.344 -6.715 -0.1282 0.3652 0.1453
H -1.082 -1.762 -7.284 -0.5295 0.0312 -0.1528
H 0.305 -1.951 -6.708 0.5738 -0.1386 0.1891
```
Positions in Å, forces in eV/Å.

These are the natural (NBO) partial charges, in e, on atoms 1 to 2:
1 He 0.00
2 He 0.00

This record from the OMol25 dataset describes H26HeO13 as an isolated structure in a non-equilibrium geometry. The level of theory is ωB97M-V/def2-TZVPD.

HOMO energy = -10.1 eV
net charge = 0

The geometry in XYZ format:
```
40
Properties=species:S:1:pos:R:3:forces:R:3
He -0.156 0.171 0.138 -0.0102 0.0114 -0.0208
O 3.727 0.309 -2.240 0.0461 0.2166 -0.5945
H 4.358 -0.369 -2.483 0.1530 -0.1533 -0.1330
H 3.409 0.042 -1.378 -0.1393 -0.2748 0.3409
O 3.298 -0.161 0.508 0.0802 -0.7709 0.1491
H 2.902 0.684 0.296 -0.4008 1.0151 0.0078
H 4.241 -0.003 0.458 0.3332 0.0317 0.1610
O 2.295 2.320 -0.353 0.4162 -0.2676 0.5336
H 1.718 2.212 -1.109 -0.4632 0.1166 -0.4250
H 2.180 3.234 -0.092 -0.0219 0.1720 0.0310
O 1.161 1.740 3.379 -0.2461 0.1797 -0.0309
H 1.816 2.049 2.752 0.1994 0.2340 -0.2659
H 1.661 1.548 4.173 0.1163 -0.0214 0.3696
O 0.097 2.818 -2.233 0.2291 0.2132 0.0487
H 0.088 1.967 -2.672 0.1072 -0.4896 -0.2238
H -0.817 2.977 -1.998 -0.2216 0.0849 0.1668
O -0.845 -2.636 1.603 -0.4142 -0.4973 -0.4549
H -0.383 -1.821 1.797 0.7042 0.5672 0.1918
H -0.972 -3.049 2.457 0.0461 -0.1778 0.2231
O -2.859 2.227 2.399 -0.0634 0.0925 0.2975
H -3.025 1.791 1.563 0.0326 -0.3532 -0.3591
H -2.537 3.095 2.157 0.0976 0.1959 0.0107
O 1.335 -0.835 2.527 -0.4065 -0.9130 0.0204
H 1.147 0.074 2.761 -0.2789 0.5523 0.2406
H 2.111 -0.784 1.969 0.3608 -0.1090 -0.3857
O -3.556 -1.676 1.568 -0.5881 -0.4758 0.3929
H -2.727 -2.142 1.466 0.3834 -0.0800 0.0120
H -3.420 -0.841 1.120 0.0264 0.3465 -0.2553
O 0.487 -0.178 -3.024 0.0531 0.5759 0.0661
H 1.015 -0.961 -2.865 0.3683 -0.1846 0.1654
H 0.169 -0.280 -3.920 -0.1213 -0.0793 -0.3421
O -1.888 -1.181 -2.274 -1.2410 0.5656 0.0238
H -1.640 -2.019 -1.882 0.3557 -0.4580 0.2778
H -1.092 -0.651 -2.229 0.5269 0.1015 -0.1416
O -0.692 -3.534 -1.161 0.0212 0.1100 -0.6854
H -1.498 -3.975 -1.428 -0.1710 -0.4019 -0.0652
H -0.830 -3.321 -0.238 0.1066 0.1459 0.9197
O -3.258 0.456 -0.159 -0.1094 0.8017 0.4038
H -2.882 0.002 -0.914 0.4609 -0.6496 -0.6355
H -4.139 0.701 -0.441 -0.3275 0.0267 -0.0352
```
Positions in Å, forces in eV/Å.

These are the natural (NBO) partial charges, in e, on atoms 1 to 2:
1 He 0.00
2 O -0.96

| no. | E_tot (Eh) | molar mass (g/mol) |
| --- | --- | --- |
| 1 | -917.58270 | 217.2 |
| 2 | -993.08127 | 233.2 |
| 3 | -993.15156 | 233.2 |
| 4 | -992.79505 | 233.2 |
| 5 | -999.51297 | 242.2 |
| 6 | -996.63248 | 238.2 |